(A)
Entry from the OMol25 dataset: 2 unconnected molecules or ions with the total composition C3H9NO2 (ωB97M-V/def2-TZVPD).

2S+1: 2
Highest occupied orbital energy (spin up / spin down), Ha: -0.521 / -0.521
Net charge: +1
Orbital gap (spin up / spin down), eV: 9.55 / 5.14

Last column: Mulliken charge in e.
Element x y z (Å)
O -1.44 0.46 -0.44  -0.283
C -0.50 -0.22 -0.23  -0.226
C 0.57 0.22 0.83  0.459
C 0.55 -0.83 2.00  -1.132
N 1.80 0.24 0.20  -0.248
H -0.28 -1.19 -0.74  0.394
H 0.26 1.19 1.21  0.395
H 0.17 -0.39 2.92  0.299
H 1.55 -1.19 2.27  0.377
H -0.03 -1.71 1.69  0.354
H 1.94 -0.35 -0.62  0.288
H 2.32 1.11 0.15  0.309
H -2.33 0.27 -2.62  0.295
H -1.91 1.48 -3.41  0.313
O -2.68 0.93 -3.22  -0.595

***

(B)
Entry from the OMol25 dataset: 2 unconnected molecules or ions with the total composition C3H9NO2 (ωB97M-V/def2-TZVPD).

2S+1: 2
Highest occupied orbital energy (spin up / spin down), Ha: -0.502 / -0.500
Net charge: +1
Orbital gap (spin up / spin down), eV: 9.53 / 3.76

Last column: Mulliken charge in e.
Element x y z (Å)
C -2.66 0.40 0.21  -0.780
C -2.16 -0.30 -1.03  0.536
O -0.98 -0.92 -0.75  -0.451
O -2.61 -0.45 -2.14  -0.475
H -3.28 -0.27 0.65  0.272
H -3.18 1.32 -0.14  0.297
H -1.92 0.44 1.08  0.299
C 2.28 0.29 -0.14  -0.135
N 2.80 -0.46 1.00  0.013
H 2.90 0.01 1.76  0.275
H -0.25 -0.20 -0.52  -0.023
H 2.57 -1.35 1.17  0.282
H 2.70 -0.13 -1.04  0.344
H 2.70 1.37 0.03  0.354
H 1.11 0.27 -0.16  0.190

***

Taking the most stable structure as the zero point, the relative energies in hartree are (A) 0.0000; (B) 0.0552.